53
Properties=species:S:1:pos:R:3:forces:R:3:lowdin_charge:R:1 method="wB97M-V/def2-TZVPD" multiplicity=1 largest_force_ev_per_a=0.914 e_homo_ev=-8.3716 total_energy_ev=-50376.536 molar_mass_g_mol=393.578 smiles="Cc1ccc(S(=O)(=O)N[C@H](C)[C@@H](c2cccs2)N2CCN(C)CC2)cc1" charge=0 lumo_ev=0.650
C 4.183453 1.859241 1.355146 0.0363 -0.0311 -0.0079 -0.0401
C 3.485994 0.601955 0.940590 -0.0499 -0.0919 0.0837 -0.2689
C 3.448304 0.240134 -0.403721 -0.0966 -0.2236 0.0224 -0.0278
C 2.806410 -0.916192 -0.803271 0.2019 0.0836 -0.1123 -0.0675
C 2.194998 -1.712770 0.146270 -0.2918 -0.4879 0.0534 -0.2960
C 2.232068 -1.383695 1.485364 -0.0481 -0.2049 0.0823 -0.0656
C 2.884184 -0.226670 1.880202 0.0251 0.0491 -0.1275 -0.0321
H 2.915027 0.039078 2.926838 0.0043 0.0331 0.0990 0.1144
H 1.749919 -2.037013 2.195851 -0.0411 -0.0300 0.1392 0.1145
S 1.238899 -3.109091 -0.407041 -0.2359 0.2338 -0.2953 0.6618
O 0.834338 -3.887034 0.731430 0.0254 0.3694 0.0779 -0.2863
O 1.909892 -3.762733 -1.492670 0.0153 0.2541 -0.1389 -0.2863
N -0.070799 -2.311416 -1.084348 0.7770 -0.4482 0.1754 -0.0896
H -0.284757 -2.690769 -1.994394 0.1358 -0.1916 -0.2174 0.1210
C -1.238671 -2.107155 -0.250178 -0.5804 0.1033 0.2360 -0.3672
C -2.138543 -3.342159 -0.264819 0.1754 0.1062 0.2335 -0.0258
H -2.991176 -3.214449 0.395481 -0.0819 -0.0536 -0.0154 0.0762
H -2.503347 -3.527493 -1.274183 -0.0717 -0.0178 -0.1346 0.0902
H -1.558771 -4.200270 0.066765 -0.0385 -0.0872 -0.0243 0.0748
H -0.850160 -1.953016 0.759497 -0.1801 0.0942 0.0751 0.1334
C -2.002927 -0.838539 -0.716627 0.2630 -0.0690 0.1540 -0.3000
C -3.225623 -0.599350 0.119162 -0.4398 0.0741 -0.1686 -0.5005
C -3.431747 -0.785073 1.452415 0.1302 -0.0741 -0.2840 -0.1491
C -4.709655 -0.361294 1.883879 -0.1950 0.1118 0.0488 -0.1835
C -5.456674 0.150258 0.874581 0.0648 0.0454 -0.3477 -0.4141
S -4.613929 0.121652 -0.622823 0.2001 -0.2046 0.5272 1.0480
H -6.452994 0.542900 0.913716 -0.2192 0.0656 0.0663 0.0581
H -5.049524 -0.437376 2.901247 -0.0972 0.0091 0.1609 0.1002
H -2.707579 -1.226691 2.113580 0.1899 -0.1063 0.1015 0.1165
N -1.248105 0.406520 -0.749139 0.1257 -0.0495 -0.1613 -0.1102
C -0.575905 0.771638 0.480495 -0.0296 0.2759 0.1398 -0.1452
C -0.148886 2.233850 0.400161 0.0240 -0.2628 0.1588 -0.1746
N 0.752289 2.421896 -0.720312 -0.0680 0.0423 -0.0122 -0.2237
C 1.251817 3.777013 -0.785072 -0.0284 -0.0868 -0.0046 -0.1049
H 1.758575 4.015153 0.149235 0.0484 0.0833 0.0331 0.0750
H 0.454232 4.519796 -0.946877 -0.0174 0.0252 -0.0012 0.0874
H 1.966999 3.854388 -1.603207 0.0524 0.0840 -0.0326 0.0826
C 0.075040 2.041653 -1.945787 0.0196 -0.2602 -0.1309 -0.1822
C -0.348522 0.577416 -1.871716 0.1624 0.3062 -0.1615 -0.1669
H -0.874793 0.306610 -2.789786 0.0250 -0.0381 -0.0380 0.1258
H 0.550837 -0.046464 -1.775023 -0.1047 0.1322 -0.1288 0.0924
H 0.764796 2.178330 -2.782160 -0.0214 0.0212 -0.0271 0.1204
H -0.818619 2.668015 -2.119458 0.0377 0.0080 -0.0242 0.1263
H 0.375176 2.508857 1.318821 -0.0239 0.0257 0.0206 0.1203
H -1.048998 2.867366 0.302623 0.0298 -0.0088 0.0352 0.1292
H -1.269333 0.645540 1.313975 0.0675 0.0074 0.0203 0.1198
H 0.319946 0.158580 0.656658 -0.0606 0.0468 0.0446 0.1056
H -2.329050 -1.016867 -1.749501 0.0397 -0.0580 0.0296 0.1411
H 2.773181 -1.222387 -1.836895 0.0264 0.0717 -0.1797 0.1186
H 3.918205 0.877372 -1.137234 0.0393 0.0735 -0.1079 0.1199
H 3.909257 2.676940 0.692803 -0.0039 0.1211 -0.0214 0.0696
H 5.263247 1.725173 1.291953 0.0765 0.0603 0.0218 0.0872
H 3.932028 2.128667 2.377514 0.0064 0.0681 0.0646 0.0778

=====

73
Properties=species:S:1:pos:R:3:forces:R:3:lowdin_spin:R:1 method="wB97M-V/def2-TZVPD" multiplicity=5 largest_force_ev_per_a=0.955 e_homo_ev="-10.8687 / -11.6715" total_energy_ev=-116367.979 molar_mass_g_mol=720.345 charge=+1 lumo_ev="-3.171 / -4.500"
Ru -0.422682 0.363865 -0.255412 0.7795 -0.4099 -0.2041 2.8849
O -3.184424 -5.033422 -0.133806 0.0115 0.0176 0.0194 0.0051
C -2.493452 -3.890710 -0.108560 -0.0331 -0.1133 0.0111 0.0076
C -2.051326 -3.299299 1.084944 -0.0268 -0.0736 -0.0197 0.0016
C -1.356437 -2.120158 0.981775 0.0366 0.1111 -0.0751 0.0186
N -1.097872 -1.592715 -0.204688 -0.2629 -0.1685 -0.0241 0.0952
C -1.543624 -2.106836 -1.345906 -0.0509 0.1166 0.1275 0.0181
C -2.247628 -3.282412 -1.349048 0.0151 -0.0237 -0.0192 0.0007
C -1.242247 -1.205469 -2.526310 0.5359 0.3132 0.0091 0.0165
O -1.401133 -1.536907 -3.658922 -0.1906 0.0176 -0.0700 0.0245
O -0.717639 -0.015108 -2.143238 -0.2830 -0.3746 -0.0407 0.1974
C -0.854170 -1.242239 2.110244 0.3578 0.3336 -0.1011 0.0143
O -0.836864 -1.591590 3.250988 -0.0779 -0.0061 0.1022 0.0231
O -0.396269 -0.046290 1.673219 -0.2554 -0.4034 0.1491 0.1686
H -3.325895 -5.383617 0.754455 0.0021 -0.0071 0.0018 0.0001
H -2.251622 -3.727464 2.059129 -0.0210 -0.0128 -0.0202 0.0006
H -2.612583 -3.713453 -2.270776 -0.0210 -0.0196 0.0243 0.0006
C -4.867336 1.128780 -3.309802 0.0019 0.0009 0.0109 0.0103
C -4.808316 0.525054 -2.059423 0.0241 0.0174 -0.0035 0.0002
C -3.881737 0.965268 -1.126243 -0.0288 -0.0026 -0.0418 0.0143
C -3.006853 2.011572 -1.435961 -0.1247 -0.0636 -0.1283 0.0309
C -3.070270 2.606041 -2.694058 -0.0382 -0.0719 -0.0382 0.0086
C -4.005173 2.169426 -3.623913 0.0314 0.0110 0.0109 0.0026
Ge -1.639957 2.506521 -0.176644 -0.6709 0.6777 0.0558 0.1417
C -0.460573 3.926566 -0.713020 0.2322 0.0376 -0.0860 0.0425
C -0.708597 5.211187 -0.228324 0.1097 0.0249 0.0217 0.0092
C 0.100192 6.269249 -0.621125 -0.0254 -0.0057 0.0256 0.0022
C 1.162669 6.049100 -1.486760 0.0024 0.0093 0.0015 0.0037
C 1.421004 4.772142 -1.966044 -0.0356 -0.0195 0.0149 -0.0001
C 0.612032 3.711942 -1.580988 -0.0189 0.0828 -0.0490 0.0112
C -2.332787 2.698110 1.606415 -0.0465 0.0778 0.2439 0.0226
C -1.469404 2.864478 2.692826 -0.0647 -0.0015 0.0033 0.0057
C -1.973123 3.039632 3.971175 -0.0298 -0.0009 -0.0191 -0.0001
C -3.347543 3.053861 4.177645 0.0178 -0.0039 0.0023 0.0064
C -4.214584 2.896919 3.107205 0.0054 -0.0057 -0.0346 0.0002
C -3.711494 2.716897 1.824479 0.0394 -0.0002 0.0687 0.0077
H -5.588639 0.786985 -4.040338 0.0041 0.0003 0.0021 0.0006
H -5.487566 -0.281592 -1.814421 0.0040 0.0048 0.0072 -0.0002
H -3.852041 0.497031 -0.145905 0.0185 0.0015 -0.0076 0.0014
H -2.386814 3.405783 -2.955277 -0.0053 0.0057 0.0077 0.0004
H -4.055201 2.636299 -4.598710 0.0037 0.0024 0.0050 0.0001
H -1.527539 5.390584 0.459135 -0.0035 -0.0055 -0.0041 0.0006
H -0.098942 7.265986 -0.249795 -0.0028 -0.0035 -0.0012 0.0003
H 1.790278 6.877057 -1.789983 -0.0008 -0.0051 0.0005 0.0002
H 2.248887 4.604610 -2.642933 -0.0066 -0.0125 0.0032 0.0000
H 0.822548 2.721348 -1.970019 -0.0239 -0.0255 0.0065 0.0035
H -0.395936 2.855752 2.545191 -0.0210 0.0034 -0.0083 0.0003
H -1.299160 3.165434 4.808508 0.0043 -0.0011 -0.0084 -0.0001
H -3.741946 3.191218 5.175996 0.0039 0.0001 -0.0042 0.0004
H -5.284462 2.918442 3.268747 0.0038 -0.0007 -0.0080 0.0000
H -4.398000 2.604391 0.994255 -0.0023 0.0151 0.0071 0.0004
C 4.814933 -2.638685 0.659023 -0.0324 -0.0334 -0.0315 0.0001
C 5.130341 -1.168821 0.908517 0.0254 0.0357 0.0065 0.0022
C 4.226527 -0.204780 0.143112 0.0982 0.0527 -0.0833 0.0066
S 2.552464 -0.236174 0.781647 -0.2838 0.0453 -0.2180 0.0153
O 1.730603 0.459569 -0.341373 0.2359 -0.1723 0.3525 0.1607
C 2.665836 0.962085 2.138655 -0.0048 0.0514 -0.0177 0.0014
C 2.300709 2.390922 1.746572 0.0400 -0.0072 -0.0117 0.0024
C 3.317524 3.114213 0.872894 0.0409 -0.0380 -0.0006 0.0008
H 5.394387 -3.275604 1.325343 0.0280 0.0052 -0.0221 0.0000
H 5.059621 -2.917119 -0.366882 -0.0214 0.0047 0.0002 0.0000
H 3.760646 -2.869290 0.824516 0.0155 0.0272 0.0273 0.0000
H 6.152207 -0.953015 0.592406 0.0172 -0.0038 0.0445 0.0005
H 5.097774 -0.942291 1.978150 -0.0254 -0.0064 0.0025 0.0000
H 4.115904 -0.493320 -0.904168 0.0183 -0.0258 0.0159 0.0004
H 4.575279 0.824607 0.191536 0.0417 0.0029 -0.0612 0.0000
H 3.691597 0.884221 2.506879 -0.0180 0.0149 0.0409 0.0005
H 1.991229 0.580603 2.903902 -0.0260 0.0085 -0.0066 -0.0001
H 2.151169 2.933795 2.682760 0.0457 0.0038 0.0056 0.0002
H 1.333344 2.390161 1.239509 -0.0193 -0.0136 0.0173 0.0036
H 4.326002 3.040441 1.288111 -0.0210 0.0144 0.0111 0.0002
H 3.067718 4.171973 0.798532 -0.0254 -0.0026 -0.0136 0.0000
H 3.327535 2.712762 -0.141418 -0.0020 -0.0040 0.0145 0.0003

=====

37
Properties=species:S:1:pos:R:3:forces:R:3:lowdin_spin:R:1 method="wB97M-V/def2-TZVPD" multiplicity=3 largest_force_ev_per_a=2.881 e_homo_ev="-6.8516 / -7.8420" total_energy_ev=-42948.261 molar_mass_g_mol=272.171 charge=0 lumo_ev="-0.727 / -0.825"
C 0.981055 -1.307315 -2.743511 0.1349 0.0135 2.0209 0.0003
C 0.232976 1.870650 -1.819151 -0.6264 1.2515 -0.7781 -0.0001
C -0.306619 -1.650607 -2.726168 1.3004 0.9923 1.0018 -0.0002
H 1.788102 -1.885997 -2.226216 -1.0613 -0.2006 -0.9008 0.0009
C -0.991723 1.481741 -1.457295 0.2211 1.1477 -0.3561 -0.0002
H 0.632470 2.845707 -1.411874 -0.1211 -1.6095 0.1195 0.0001
H -0.574756 -2.609694 -2.356851 -0.2260 -0.7737 0.2624 0.0000
H -1.500029 2.035335 -0.640520 0.4482 -0.5638 -0.4008 0.0000
C -1.397089 -0.705984 -3.061563 -1.3146 0.6269 -0.4163 0.0000
H -2.313215 -1.318499 -3.046703 0.1419 0.3175 -0.7148 0.0000
H -1.195826 -0.304747 -4.065099 -0.3144 -0.4529 0.0085 0.0000
C 1.529687 -0.002630 -3.173426 0.7145 1.3104 -1.1001 0.0002
H 1.553156 -0.122538 -4.270811 1.0747 -0.0766 0.1078 0.0000
H 2.534244 0.144113 -2.728449 -0.4067 -0.4093 -0.5605 0.0002
C 0.863043 1.406126 -3.126147 0.0464 0.3801 0.0659 0.0001
H 0.176967 1.468398 -4.017494 0.2208 0.2003 1.0959 0.0000
H 1.674079 2.154320 -3.327254 -0.5354 -0.8433 -0.1237 0.0000
C -1.893947 0.593232 -2.265029 -0.3020 -1.1762 0.3584 0.0000
H -2.448283 1.113927 -3.090858 0.5215 0.1716 0.9339 0.0000
H -2.667736 0.317011 -1.526423 0.0453 -0.3486 -0.5361 0.0000
Ti 1.578913 -1.306354 1.824737 0.9860 -0.5430 -0.9953 1.2929
H 1.855330 -0.726609 0.431615 1.0421 -0.0038 -2.6856 0.0281
C -1.158644 -1.140229 4.081020 0.2227 -0.2208 1.4564 0.0319
C -0.151762 -0.811444 3.040658 0.0118 2.5687 -0.1389 0.1526
N -0.397188 -1.324866 1.809102 0.8066 0.5511 1.0633 0.0401
O -1.728807 -1.681826 1.776233 -0.7988 -0.9203 -1.5747 -0.0003
C 0.950100 0.172689 3.199981 -2.3439 -1.2103 0.4892 -0.0009
C 1.153044 0.943775 4.434110 0.1800 0.0545 0.6999 0.0046
N 1.703895 0.656750 2.093434 -1.5861 -0.1231 1.8209 0.1536
O 1.968399 1.882951 2.237914 0.8589 -0.8019 -1.1993 0.2857
H -1.671507 -2.085250 3.873068 0.2332 0.3279 0.0103 0.0020
H -1.925963 -0.362890 4.202420 0.2931 -0.1163 -0.0946 0.0067
H -0.626874 -1.268192 5.028645 -0.2465 0.2040 0.0986 0.0046
H -1.935107 -1.903875 0.848459 0.4007 0.1351 0.4458 0.0009
H 2.231098 1.013604 4.567374 0.0575 0.3238 0.3174 -0.0004
H 0.757336 1.958533 4.328618 0.0263 -0.1608 0.0768 -0.0038
H 0.721181 0.460702 5.303446 -0.1053 -0.0221 0.1221 0.0002